1.
A single C5H8O3 molecule in a non-equilibrium geometry, computed with ωB97M-V/def2-TZVPD.

The value obtained for the energy above the lowest of the compared OMol25 structures with the same formula, charge and spin is 90.5 kJ/mol. Its frontier orbital gap is 10.909 eV. Its total energy is -421.02160 Eh. As for the SMILES: C=C[C@@H](O)OC(C)=O. The calculation puts the largest force on an atom at 2.7 eV/A. The LUMO energy comes out at 0.815 eV.

Element x y z (Å)
H -0.47765 -0.08082 1.59715
C 0.40636 1.53690 -0.14532
C 0.00078 -0.53005 0.70756
H 1.81051 -0.13164 1.15834
O 1.29752 -0.92051 0.91077
H 0.58189 -3.19096 0.46191
O 1.27902 1.74678 0.66522
O -0.15125 0.34036 -0.46187
H -1.88515 -1.41835 0.02352
C -0.43056 -2.94280 0.19378
H 0.55229 2.47291 -2.03768
C -0.86496 -1.69869 0.23949
H -1.09211 2.42493 -1.39430
C -0.04837 2.57781 -1.13522
H 0.11007 3.57088 -0.72392
H -1.08840 -3.75675 -0.05944

Atoms 1-2, force components in eV/Å:
H 0.3907 0.3364 -0.4246
C 0.4239 0.8456 -2.1559

These are the Mulliken partial charges, in e, on atoms 1 to 2:
1 H 0.27
2 C 0.73

2.
A single C5H8O3 molecule in a non-equilibrium geometry, computed with ωB97M-V/def2-TZVPD.

The value obtained for the energy above the lowest of the compared OMol25 structures with the same formula, charge and spin is 414.8 kJ/mol. Its frontier orbital gap is 10.723 eV. Its total energy is -420.89806 Eh. As for the SMILES: C[C@@]1(O)C[C@H]1C(=O)O. The calculation puts the largest force on an atom at 6.7 eV/A. The LUMO energy comes out at 0.543 eV.

Element x y z (Å)
H 1.52235 -1.23376 1.76106
H -0.08690 -1.93540 -0.36431
H -3.06467 0.67384 0.22756
C 0.58887 -0.66030 1.23038
H 0.09788 0.10805 1.82546
H 1.22831 2.10763 0.45189
C 0.90454 -0.10847 -0.06223
C -0.25454 -1.00708 0.02132
O -2.19020 0.45026 0.63853
C 0.60231 1.41251 -0.48043
H 2.03950 -1.06272 -1.52422
H -0.62219 1.59585 -0.51697
C -1.66510 -0.47098 -0.07531
H 0.98772 1.38908 -1.52653
O 2.30536 -0.51291 -0.53568
O -2.39324 -0.74559 -1.07054

Atoms 1-2, force components in eV/Å:
H -3.0030 0.9019 -1.5175
H -0.2372 -2.4605 -1.1433

These are the Mulliken partial charges, in e, on atoms 1 to 2:
1 H 0.30
2 H 0.60